# 1
DFT (wB97M-V/def2-TZVPD) results for a structure of composition C32H44N4O2SSi2W.

Geometry as ORCA input:
```
! RIJCOSX wB97M-V def2-TZVPD def2/J DEFGRID3
* xyz 0 1
C 1.071 -3.183 -4.903
H 3.271 -3.622 -0.996
H -3.184 -6.932 -0.448
H -2.470 -1.260 4.211
C -1.802 1.218 -3.014
O 2.113 -0.620 -0.803
H -1.503 3.788 2.232
C 1.844 2.176 0.806
H -2.116 -5.761 -2.352
Si 0.244 2.041 1.789
H 1.969 0.929 -3.473
C 5.495 -0.923 3.066
H -0.164 1.801 4.247
H -4.283 -1.232 1.798
H -3.994 1.172 3.583
H -0.857 -0.545 4.142
H -3.121 -1.513 0.499
H -0.328 -3.305 -6.537
C 1.438 -1.849 -5.055
C 3.683 -1.701 4.645
C 2.331 -1.809 -2.836
N 4.284 -0.868 1.239
C -2.060 -5.341 -1.355
H 1.116 0.712 3.688
H 2.392 3.067 1.127
H 6.250 -0.879 3.829
H -3.521 2.279 2.297
H -3.220 2.749 -2.505
C -2.660 -5.999 -0.289
N 4.200 -1.328 3.343
C 2.944 -1.040 -1.701
H 1.145 -4.236 -6.777
C -1.310 -3.590 0.125
H 2.152 -4.916 -1.446
C -0.566 3.737 1.676
C 2.466 0.294 -4.211
C -1.305 1.051 -0.304
H 1.077 -4.856 -3.564
C 0.694 1.712 3.578
H -1.984 1.261 -4.078
H 2.912 -0.997 4.957
C 1.353 -3.814 -3.699
C 0.410 -3.928 -6.031
H -4.092 -0.034 0.521
C -1.389 -4.147 -1.155
C 2.259 -3.837 -1.345
H 4.067 -0.774 0.243
C -2.587 -5.445 0.983
H -2.497 2.093 3.723
H 3.540 0.422 -4.072
C -1.639 -1.013 3.544
C -1.921 -4.248 1.193
C 3.455 -1.293 2.210
H 1.229 -1.342 -5.992
H -0.920 -3.625 -1.980
C 1.978 -3.144 -2.652
H 4.505 -1.690 5.355
H 6.351 -0.300 1.130
H -1.866 -3.809 2.181
C -2.244 1.975 -0.768
C 5.543 -0.640 1.752
O 4.150 -0.849 -1.608
C -2.487 2.047 -2.126
S 1.792 -1.679 2.234
Si -2.244 0.118 2.180
C -3.138 1.554 3.021
N -0.658 0.261 -1.186
H -1.230 -1.939 3.137
H 2.503 1.317 0.946
H 0.110 4.493 2.086
H -3.056 -5.948 1.819
C 2.073 -1.149 -4.038
H -2.771 2.606 -0.066
H 3.246 -2.696 4.604
C -0.884 0.327 -2.501
H -0.319 -0.359 -3.122
H 1.567 -3.510 -0.563
H -0.770 4.013 0.639
H 2.199 0.654 -5.204
C -3.550 -0.749 1.146
N -0.647 -2.393 0.322
H -0.092 -4.826 -5.670
C -0.846 0.697 1.066
W 0.380 -0.984 0.251
H 1.657 2.274 -0.267
H 1.443 2.441 3.899
*
```

The calculation puts the orbital gap (alpha / beta) at 6.155 / 6.154 eV. Its energy relative to the best compared isomer or geometry (same formula, charge and spin) is 0.2449 eV. Its highest occupied orbital energy (alpha / beta) is -5.85 / -5.84 eV. For the LUMO energy (alpha / beta), the calculation gives 0.3094 / 0.3096 eV.

***

# 2
DFT (wB97M-V/def2-TZVPD) results for the molecule C32H44N4O5.

Geometry as ORCA input:
```
! RIJCOSX wB97M-V def2-TZVPD def2/J DEFGRID3
* xyz 0 1
C -1.620 -0.286 1.279
H 0.899 -3.372 -1.785
C -1.768 1.220 1.133
H -1.770 5.579 0.682
H 0.474 1.921 0.227
C 1.618 3.882 -3.230
H -3.842 3.312 -0.237
C -0.790 4.229 2.054
H 3.772 -8.543 -0.810
H -2.145 -2.756 3.113
C -1.930 -1.323 0.229
C 1.942 1.439 -3.680
C 0.117 0.802 2.492
H -2.779 1.555 1.379
C 3.533 -8.321 -1.847
H -6.288 3.589 0.293
H -2.030 -1.120 -0.818
H 4.070 -9.023 -2.481
C -1.875 4.530 1.012
N -3.209 4.257 1.515
H -0.338 2.896 3.685
O 1.235 -3.616 2.983
H 0.179 4.190 1.553
C -1.979 -2.468 0.905
H 3.458 2.795 -2.978
O 0.987 0.994 3.307
H 1.861 3.550 -1.116
C 3.924 -6.884 -2.200
C -1.029 2.936 2.838
C 5.425 -6.665 -1.997
H -2.059 2.933 3.207
H -3.804 6.249 1.934
H 0.876 0.137 -2.326
O -2.292 -0.801 2.423
H 5.706 -6.849 -0.963
C 0.719 -2.925 2.134
C -5.038 4.835 3.004
H 0.800 3.936 -3.951
H -1.727 3.898 0.136
H 0.328 4.317 -1.551
C 1.375 1.108 -2.302
H -0.748 5.042 2.781
H 3.696 -6.719 -3.259
H -2.128 -3.469 0.551
C -5.520 3.674 1.063
H 2.993 3.044 -4.662
C 0.379 2.184 -1.866
C 3.125 -5.896 -1.387
H 2.107 4.857 -3.204
H 5.993 -7.341 -2.632
C 3.204 -5.866 0.000
H 1.132 1.436 -4.412
C 2.611 2.810 -3.668
H 2.663 0.674 -3.973
H -0.476 2.195 -2.550
C 2.284 -4.983 -2.013
C -1.735 -2.098 2.354
H 2.548 -4.954 1.822
H -0.015 -1.564 3.576
H 5.696 -5.642 -2.249
H -5.450 5.604 3.660
N -0.159 1.865 -0.557
C -4.184 4.089 0.448
H 0.570 -0.530 0.860
H -5.400 2.704 1.568
C -0.128 -0.482 1.698
C 2.475 -4.961 0.748
H -4.325 5.026 -0.119
C 1.052 3.556 -1.851
N 0.875 -3.096 0.794
H 2.201 -4.983 -3.090
O -5.984 4.636 1.983
H 2.189 1.055 -1.574
H 3.847 -6.561 0.517
C 1.549 -4.073 -1.279
H -2.974 5.386 3.257
H -4.903 3.903 3.575
C 1.637 -4.054 0.110
C -3.686 5.273 2.439
C -0.201 -1.774 2.519
H 2.465 -8.469 -1.992
C -1.453 1.592 -0.326
N -0.804 1.719 2.093
H 0.308 -2.518 0.188
O -2.310 1.569 -1.186
*
```

The calculation puts the orbital gap at 8.866 eV. Its energy relative to the best compared isomer or geometry (same formula, charge and spin) is 0.2555 eV. As for the SMILES: CC(C)c1ccc(NC(=O)[C@@H]2[C@@H]3C=C[C@]4(O3)[C@H](C(=O)NC3CCCCC3)N(CCCN3CCOCC3)C(=O)[C@@H]24)cc1. Its highest occupied orbital energy is -8.36 eV. For the LUMO energy, the calculation gives 0.5037 eV.